{
  "formula": "C23H52LuP4Se",
  "method": "ωB97M-V/def2-TZVPD",
  "species": ["Lu", "P", "P", "P", "H", "C", "C", "H", "C", "C", "C", "C", "C", "C", "C", "C", "C", "H", "H", "H", "H", "H", "H", "H", "H", "H", "H", "H", "H", "H", "H", "H", "H", "H", "H", "H", "H", "H", "H", "H", "H", "H", "H", "H", "H", "H", "C", "C", "C", "C", "C", "C", "Se", "H", "H", "H", "H", "H", "H", "C", "C", "P", "C", "C", "C", "C", "H", "H", "H", "H", "H", "H", "H", "H", "H", "H", "H", "H", "H", "H", "H"],
  "positions_angstrom": [[0.37851, 0.08085, 0.34726], [1.58448, -1.35300, 2.67077], [-2.10511, -0.03258, 1.94537], [0.62803, 2.55590, 1.40184], [1.49990, 0.63488, -1.99272], [2.00502, 0.73778, -1.03027], [2.42535, -0.31982, -0.22507], [2.19552, -1.38326, -0.41248], [1.82377, -3.17878, 2.52550], [0.91156, -1.28499, 4.38317], [3.33223, -0.89034, 3.04866], [-3.62461, 0.66102, 1.17977], [-2.82011, -1.65636, 2.40382], [-2.30718, 0.77771, 3.57736], [1.93860, 3.51588, 0.57654], [1.06392, 2.72204, 3.16390], [-0.77936, 3.69948, 1.21915], [2.58780, 1.64720, -1.04008], [3.16134, -0.16546, 0.57628], [2.32376, -3.41764, 1.57681], [0.85667, -3.69830, 2.55274], [2.44941, -3.54803, 3.35141], [-0.12493, -1.64904, 4.40744], [0.93593, -0.24950, 4.75162], [1.51788, -1.90752, 5.05863], [3.92723, -0.81939, 2.13258], [3.79486, -1.65565, 3.68509], [3.36806, 0.07703, 3.56408], [-4.42536, 0.59883, 1.92650], [-3.90466, 0.08104, 0.29430], [-3.47131, 1.70858, 0.89827], [-3.61100, -1.47096, 3.13302], [-2.05961, -2.30010, 2.85264], [-3.24806, -2.15488, 1.53074], [-3.33029, 0.56007, 3.89720], [-2.17809, 1.86117, 3.51001], [-1.60709, 0.36609, 4.30816], [2.01545, 4.51421, 1.03359], [1.70087, 3.61258, -0.49382], [2.89956, 2.98809, 0.66744], [1.33792, 3.76847, 3.35690], [1.91674, 2.07191, 3.40368], [0.21788, 2.43239, 3.79971], [-0.46064, 4.70011, 1.53757], [-1.63656, 3.37014, 1.81714], [-1.08212, 3.73424, 0.16430], [-0.08488, 3.00555, -3.99112], [1.07593, 2.48076, -4.60387], [2.05406, 3.37210, -5.08485], [1.89793, 4.75746, -4.86755], [0.86160, 5.23392, -4.05091], [-0.07385, 4.33813, -3.52783], [-1.64918, 1.86783, -3.86767], [-2.26963, 2.80753, -2.90167], [1.19024, 1.39518, -4.74717], [2.91227, 2.98335, -5.65264], [2.59378, 5.45702, -5.32891], [0.79243, 6.29565, -3.81060], [-0.85201, 4.65073, -2.83601], [1.75636, -3.05471, -2.19454], [0.31610, -2.63239, -2.41626], [-0.68159, -2.13642, -0.94007], [-2.35463, -1.75875, -1.59284], [-2.74330, -2.43042, -2.91402], [-0.87529, -3.77564, -0.08489], [-1.61658, -4.86365, -0.84739], [2.43174, -2.20490, -2.09452], [2.10364, -3.61465, -3.06705], [1.88320, -3.70089, -1.32307], [0.26024, -1.77162, -3.09589], [-0.25996, -3.44156, -2.87888], [-3.08363, -1.99914, -0.80045], [-2.39812, -0.66258, -1.71000], [-2.67911, -3.52324, -2.85630], [-3.78291, -2.16979, -3.16630], [-2.10590, -2.08174, -3.74122], [0.14677, -4.10203, 0.16134], [-1.37044, -3.56699, 0.87528], [-1.16989, -5.08082, -1.82259], [-1.57262, -5.78820, -0.26331], [-2.67489, -4.62717, -0.99271]],
  "forces_ev_per_a": [[-2.7, -1.0, 2.4], [0.5, -0.6, 1.0], [-1.0, 0.1, 0.3], [0.0, 1.1, 0.4], [-0.1, -0.6, -0.1], [1.2, 0.8, -1.5], [2.3, -0.7, 0.0], [0.1, 0.5, 0.0], [-0.2, 0.0, -0.4], [-0.2, 0.2, 0.0], [0.0, 0.2, -0.3], [0.2, 0.1, -0.3], [0.4, -0.2, -0.1], [0.4, 0.1, 0.0], [0.2, 0.1, -0.1], [0.1, -0.1, 0.1], [-0.1, 0.0, -0.1], [0.0, 0.0, 0.2], [-0.2, 0.1, -0.8], [-0.1, 0.0, 0.2], [0.2, 0.1, 0.0], [-0.2, 0.2, -0.2], [0.3, 0.1, 0.0], [-0.1, -0.3, -0.1], [-0.2, 0.2, -0.3], [0.0, -0.1, 0.3], [-0.2, 0.2, -0.1], [0.0, -0.2, -0.1], [0.1, 0.1, -0.3], [0.0, 0.2, 0.1], [-0.1, -0.1, 0.0], [0.0, -0.1, -0.1], [-0.2, 0.0, 0.0], [0.1, 0.0, 0.1], [0.2, 0.1, 0.1], [0.0, -0.1, 0.1], [-0.1, 0.1, 0.0], [0.0, -0.3, -0.2], [0.1, 0.1, 0.4], [-0.2, 0.3, 0.0], [-0.1, -0.3, 0.1], [-0.2, 0.2, 0.0], [0.2, 0.1, -0.1], [-0.2, -0.2, -0.1], [0.2, 0.1, -0.1], [0.0, 0.1, 0.2], [-0.6, -1.4, 0.4], [1.2, 0.3, -1.2], [-0.7, -1.2, 0.3], [0.1, -0.2, -0.3], [-0.8, -0.4, 0.8], [0.0, 1.1, -0.4], [1.6, 1.5, 0.4], [-0.2, -0.2, -0.3], [-0.1, 0.6, -0.2], [-0.5, 0.3, 0.4], [-0.1, -0.1, 0.2], [0.0, -0.3, 0.0], [0.1, 0.3, -0.3], [0.3, -0.1, -0.1], [-0.7, 0.4, -0.2], [0.0, -1.3, -0.2], [-0.2, 0.3, -0.1], [-0.2, 0.1, -0.3], [0.3, 0.6, 0.5], [-0.1, -0.3, -0.1], [-0.1, -0.1, -0.1], [0.0, 0.0, 0.2], [0.0, 0.0, 0.0], [0.1, -0.2, -0.1], [0.2, 0.2, 0.0], [0.3, 0.0, -0.2], [-0.1, -0.2, 0.0], [0.0, 0.4, -0.1], [0.3, -0.1, 0.1], [-0.2, -0.2, 0.3], [-0.2, 0.1, 0.0], [0.1, -0.1, -0.2], [-0.1, 0.0, 0.2], [0.0, 0.1, -0.1], [0.2, 0.0, 0.1]],
  "e_homo_ev": [-15.38, -17.30],
  "total_charge": 3,
  "homo_lumo_gap_ev": [3.26, 8.63],
  "e_lumo_ev": [-12.1, -8.7]
}

***

{
  "formula": "C23H52O4P4Pm",
  "method": "ωB97M-V/def2-TZVPD",
  "species": ["Pm", "P", "P", "P", "H", "C", "C", "H", "C", "C", "C", "C", "C", "C", "C", "C", "C", "H", "H", "H", "H", "H", "H", "H", "H", "H", "H", "H", "H", "H", "H", "H", "H", "H", "H", "H", "H", "H", "H", "H", "H", "H", "H", "H", "H", "H", "C", "C", "C", "C", "C", "C", "O", "H", "H", "H", "H", "H", "H", "C", "C", "O", "P", "O", "C", "C", "O", "C", "C", "H", "H", "H", "H", "H", "H", "H", "H", "H", "H", "H", "H", "H", "H", "H"],
  "positions_angstrom": [[-0.08192, -0.27201, 0.02739], [-1.47105, 0.61605, -2.24683], [-0.00146, 2.64468, 0.22950], [-0.74655, -3.05998, -0.08792], [-1.44975, 1.05598, 2.54428], [-1.18357, -0.00291, 2.42273], [0.07757, -0.48043, 2.66479], [0.91085, 0.19235, 2.89731], [-3.07632, 1.09223, -1.50006], [-1.19777, 2.00529, -3.40033], [-1.99127, -0.71908, -3.37742], [0.88838, 3.01938, 1.78830], [0.84208, 3.79364, -0.91369], [-1.55468, 3.56959, 0.52846], [-0.47050, -4.08931, 1.41303], [-0.44714, -4.18375, -1.50214], [-2.56416, -3.19262, -0.03865], [-2.04052, -0.67149, 2.25072], [0.28254, -1.54066, 2.84070], [-3.86270, 0.96921, -2.26078], [-3.07761, 2.13311, -1.15953], [-3.30499, 0.48238, -0.61828], [-1.75299, 1.84863, -4.33441], [-0.12925, 2.06065, -3.63949], [-1.50718, 2.96363, -2.96506], [-2.56091, -0.29724, -4.21524], [-2.60891, -1.46698, -2.86455], [-1.10477, -1.23000, -3.77476], [0.75553, 4.09011, 1.99414], [1.95521, 2.78502, 1.67930], [0.48066, 2.43245, 2.62160], [0.70586, 4.81426, -0.53297], [0.40981, 3.70851, -1.91673], [1.91169, 3.55674, -0.96482], [-1.31869, 4.59943, 0.83244], [-2.13783, 3.08390, 1.32165], [-2.16255, 3.60534, -0.38293], [-1.11150, -4.97939, 1.37040], [-0.74097, -3.50386, 2.30291], [0.57813, -4.39284, 1.49811], [-1.04210, -5.09904, -1.39558], [0.61692, -4.44147, -1.55674], [-0.73600, -3.67511, -2.43071], [-2.88966, -4.23935, 0.01252], [-3.00508, -2.72120, -0.92277], [-2.94341, -2.66281, 0.84137], [-5.72795, -1.66935, 0.75697], [-6.89947, -0.93119, 0.49263], [-8.05631, -1.20211, 1.24097], [-8.06751, -2.25079, 2.18610], [-6.91780, -3.03221, 2.39914], [-5.74031, -2.73950, 1.67891], [-4.55308, -1.33530, 0.12317], [-4.70269, -0.77871, -0.68067], [-6.88151, -0.17187, -0.29277], [-8.95982, -0.59822, 1.08448], [-8.98632, -2.47854, 2.74533], [-6.95180, -3.87570, 3.11936], [-4.85598, -3.35822, 1.79736], [3.57411, -0.04816, -4.52802], [3.04164, -0.59198, -3.21934], [3.45098, 0.33330, -2.14914], [2.47356, 0.73423, -0.91716], [3.52049, 1.48625, 0.10739], [4.91929, 1.88420, -0.15821], [5.87319, 0.73763, 0.01173], [2.21022, -0.76162, -0.06797], [3.36549, -1.51779, 0.59411], [2.76883, -2.70110, 1.29684], [3.18465, 0.95421, -4.72765], [3.24761, -0.69550, -5.34564], [4.66760, 0.01345, -4.53416], [1.94249, -0.66272, -3.25902], [3.45315, -1.58749, -2.98002], [4.96975, 2.32635, -1.16009], [5.12762, 2.66287, 0.58510], [5.69821, -0.05820, -0.72233], [6.88499, 1.11295, -0.15263], [5.81405, 0.34493, 1.03366], [4.02541, -1.76897, -0.24563], [3.85743, -0.80538, 1.26304], [2.24788, -3.35823, 0.59375], [3.55700, -3.29430, 1.77804], [2.06307, -2.39695, 2.07761]],
  "forces_ev_per_a": [[1.3, 0.0, -1.1], [-1.3, 0.6, -1.0], [-0.3, 1.3, 0.5], [-1.2, -2.1, 0.1], [0.3, -0.3, -0.4], [0.9, -0.6, 1.4], [-1.7, 0.8, 1.2], [-0.3, -0.1, -0.1], [-0.1, 0.1, 0.2], [0.6, 0.2, -0.1], [0.3, -0.5, -0.1], [0.1, -0.2, 0.0], [0.1, -0.3, -0.2], [-0.2, -0.1, 0.0], [0.6, 0.2, 0.1], [0.7, 0.2, -0.1], [-0.1, 0.6, -0.1], [0.3, 0.0, 0.1], [-0.2, 0.2, -0.5], [0.1, 0.0, 0.3], [0.0, -0.3, -0.2], [-0.1, 0.0, -0.1], [0.1, 0.0, 0.3], [-0.2, 0.1, -0.1], [0.1, -0.3, 0.0], [0.1, -0.1, 0.2], [0.1, 0.2, -0.1], [-0.2, 0.1, -0.1], [0.1, -0.3, 0.1], [-0.2, 0.1, 0.1], [0.1, 0.3, -0.1], [0.1, -0.2, -0.1], [0.2, 0.2, 0.2], [-0.2, 0.2, 0.0], [-0.1, -0.3, 0.0], [0.0, 0.2, -0.2], [0.2, 0.1, 0.3], [0.2, 0.2, -0.1], [0.0, -0.2, -0.2], [-0.3, -0.1, 0.1], [0.1, 0.2, 0.1], [-0.2, 0.0, -0.1], [0.1, -0.2, 0.2], [0.3, 0.2, -0.1], [0.0, -0.2, 0.3], [0.0, -0.2, -0.3], [-1.8, -0.2, 0.6], [0.3, -0.6, 0.7], [0.2, -0.4, 0.1], [0.2, 0.1, -0.1], [-0.1, 0.3, -0.3], [-0.4, 0.6, -0.3], [0.6, 0.9, -1.2], [-0.5, -0.8, 1.2], [-0.1, -0.1, 0.3], [0.4, -0.4, 0.0], [0.5, 0.2, -0.3], [0.1, 0.7, -0.6], [-0.1, 0.1, 0.1], [0.0, 0.1, -0.1], [0.1, 0.1, -0.2], [-1.0, 0.1, 1.2], [3.2, -0.6, 0.3], [-1.9, -0.9, -1.4], [0.3, 0.4, -0.2], [0.0, -0.2, 0.0], [0.5, 0.8, 0.1], [-0.5, 0.3, -0.6], [0.0, -0.3, 0.0], [0.0, -0.1, 0.1], [0.1, 0.0, 0.1], [-0.2, -0.1, 0.1], [0.1, 0.0, 0.2], [-0.1, 0.5, 0.0], [-0.1, -0.1, 0.2], [-0.3, -0.2, -0.2], [0.0, 0.2, 0.2], [0.0, 0.0, 0.1], [0.1, 0.0, -0.2], [-0.1, -0.1, 0.4], [-0.2, -0.2, -0.2], [0.2, 0.1, 0.0], [-0.1, 0.2, -0.1], [0.2, 0.0, -0.1]],
  "multiplicity": 5,
  "e_homo_ev": [-14.63, -14.63],
  "total_charge": 3,
  "homo_lumo_gap_ev": [4.32, 4.58],
  "e_lumo_ev": [-10.3, -10.1]
}

***

Results for ΔE to the lowest compared entry with this formula, charge and spin: 24.19, 0.00 (in kcal/mol, following the order of the records).
Results for largest force on an atom: 3.80, 3.30 (in eV/Å, following the order of the records).